1.
ORCA calculation (ωB97M-V with the def2-TZVPD basis set) on a structure of composition C28H34IrN7O2S2.

Positions of all 74 atoms, in Å:
Ir1 0.267 -0.107 0.049
C1 -1.260 -1.410 -2.239
C2 -1.321 0.091 -2.543
N1 -0.960 0.949 -1.353
C3 -2.195 1.469 -0.687
C4 -2.086 1.381 0.820
N2 -1.414 0.118 1.263
C5 -2.218 -1.124 1.314
C6 -2.318 -1.691 -0.079
N3 -1.004 -1.613 -0.796
H1 -2.181 -1.919 -2.526
H2 -0.446 -1.868 -2.786
H3 -0.603 0.325 -3.320
H4 -2.301 0.406 -2.901
H5 -0.403 1.708 -1.747
H6 -2.389 2.497 -0.990
H7 -3.037 0.879 -1.037
H8 -1.455 2.187 1.196
H9 -3.068 1.472 1.290
H10 -1.108 0.327 2.206
H11 -1.686 -1.812 1.970
H12 -3.211 -0.941 1.730
H13 -2.656 -2.728 -0.049
H14 -3.050 -1.142 -0.666
H15 -0.531 -2.505 -0.664
O1 1.402 0.970 -3.555
S1 2.309 0.162 -2.764
O2 3.712 0.287 -3.036
N4 2.010 0.427 -1.169
C7 2.570 1.650 -0.715
C8 3.415 2.522 -1.384
C9 3.897 3.697 -0.774
C10 3.590 4.038 0.511
C11 2.725 3.195 1.234
C12 2.381 3.409 2.581
C13 1.583 2.507 3.235
C14 1.043 1.443 2.510
N5 1.282 1.258 1.221
C15 2.188 2.054 0.590
C16 1.919 -1.530 -3.051
C17 2.226 -2.508 -2.119
C18 1.970 -3.837 -2.426
C19 1.455 -4.175 -3.672
C20 1.207 -3.189 -4.620
C21 1.439 -1.856 -4.314
H16 3.741 2.318 -2.388
H17 4.549 4.332 -1.358
H18 3.992 4.927 0.978
H19 2.777 4.274 3.099
H20 1.338 2.615 4.282
H21 0.417 0.716 3.013
H22 2.660 -2.223 -1.171
H23 2.197 -4.612 -1.705
H24 1.270 -5.213 -3.916
H25 0.838 -3.459 -5.600
H26 1.252 -1.077 -5.042
N6 1.844 -2.271 3.640
C22 2.309 -1.666 2.546
S2 1.452 -1.932 1.049
N7 3.419 -0.958 2.648
C23 4.241 -0.394 1.607
C24 4.532 -1.097 0.449
C25 5.346 -0.508 -0.506
C26 5.899 0.745 -0.280
C27 5.650 1.410 0.912
C28 4.811 0.844 1.859
H27 1.022 -2.845 3.551
H28 2.411 -2.393 4.467
H29 3.797 -0.841 3.581
H30 4.148 -2.096 0.302
H31 5.564 -1.038 -1.423
H32 6.542 1.191 -1.025
H33 6.105 2.372 1.105
H34 4.604 1.359 2.790

* electronic energy: -68611.835 eV
* net charge: +2
* gap between HOMO and LUMO: 7.18 eV
* ΔE to the lowest compared entry with this formula, charge and spin: 0.00 kcal per mole
* spin multiplicity: 1

2.
ORCA calculation (ωB97M-V with the def2-TZVPD basis set) on an isolated molecule of C6H12.

Positions of all 18 atoms, in Å:
C1 -1.482 -0.953 0.615
C2 -0.320 -0.136 0.023
C3 -0.976 1.022 -0.724
C4 0.744 0.247 1.083
C5 1.851 0.148 0.018
C6 0.856 -0.555 -0.939
H1 -2.180 -1.339 -0.137
H2 -1.208 -1.764 1.299
H3 -2.055 -0.232 1.221
H4 -1.398 0.610 -1.652
H5 -0.258 1.798 -1.008
H6 -1.788 1.468 -0.148
H7 0.601 1.198 1.606
H8 0.862 -0.542 1.838
H9 2.735 -0.432 0.290
H10 2.182 1.128 -0.340
H11 1.051 -1.611 -1.130
H12 0.783 -0.053 -1.914

* electronic energy: -6415.763 eV
* SMILES: CC1(C)CCC1
* gap between HOMO and LUMO: 11.42 eV
* ΔE to the lowest compared entry with this formula, charge and spin: 27.16 kcal per mole
* spin multiplicity: 1

3.
ORCA calculation (ωB97M-V with the def2-TZVPD basis set) on a structure of composition C4H9N3O at a distorted geometry.

Positions of all 17 atoms, in Å:
C1 -0.761 -0.194 1.000
N1 -0.681 -1.094 -0.073
N2 -1.822 -1.060 -0.932
C2 0.604 -0.564 -0.689
C3 0.433 1.053 0.201
C4 1.458 1.600 0.874
O1 -0.240 -0.640 2.162
N3 0.575 -0.588 -2.009
H1 0.092 -1.538 2.004
H2 -1.665 0.394 1.127
H3 -1.929 -1.824 -1.594
H4 -1.779 -0.245 -1.558
H5 0.759 0.321 -2.429
H6 1.449 -0.987 -0.123
H7 -0.210 1.705 -0.388
H8 2.140 0.988 1.457
H9 1.577 2.674 0.971

* electronic energy: -10805.410 eV
* gap between HOMO and LUMO (alpha / beta): 6.94 / 7.00 eV
* ΔE to the lowest compared entry with this formula, charge and spin: 162.62 kcal per mole
* spin multiplicity: 1

Q: The lowest ΔE to the lowest compared entry with this formula, charge and spin belongs to which entry?
A: C28H34IrN7O2S2